H14Na4O8 | ωB97M-V/def2-TZVPD

The total energy comes out at -1259.0559 Ha. The value obtained for the HOMO energy is -16.77 eV. The charge is +2. For the LUMO energy, the calculation gives -8.932 eV. For the energy above the lowest of the compared OMol25 structures with the same formula, charge and spin, the calculation gives 25.02 kcal per mole. The calculation puts the strongest force on any atom at 2.140 eV Å⁻¹. The gap between HOMO and LUMO comes out at 0.288 hartree.

CARTESIAN COORDINATES (ANGSTROEM)
Na1 0.08244 -2.94429 -1.23706
Na2 1.50805 -3.25601 1.62036
Na3 0.41567 -0.28114 2.97299
Na4 -1.70607 -2.26911 1.87548
O1 0.07182 -1.05808 0.65558
H1 -0.36514 -0.54421 -0.01457
O2 -0.43059 -4.26039 0.75981
H2 -1.14776 -3.64929 0.56777
O3 0.23697 -0.63281 -2.63038
H3 0.93417 -0.07527 -2.24556
H4 -0.58349 -0.13272 -2.47919
O4 0.91368 2.11627 2.22650
H5 0.90637 3.08030 2.31039
H6 0.36988 1.95363 1.44588
O5 -2.32499 1.20935 -1.82962
H7 -2.08224 1.09981 -0.90343
H8 -2.69714 2.09740 -1.89765
O6 2.60114 -0.83263 -0.64768
H9 1.78258 -0.77290 -0.12342
H10 2.94666 -1.72039 -0.49384
O7 -1.47912 1.45359 0.87986
H11 -0.96567 0.59311 0.83589
H12 -1.71507 1.59295 1.80852
O8 1.21797 2.23231 -1.30814
H13 0.61222 1.87566 -0.65356
H14 0.89764 3.12487 -1.49492

Results of the natural (NBO) charge analysis, in e, for atoms 1 through 6: 0.970 0.973 0.979 0.970 -1.387 0.451